This record from OMol25 describes a structure of composition C38H45ClIN8O4PbS. The level of theory is wB97M-V/def2-TZVPD.

The calculation puts the LUMO energy (alpha / beta) at -10.648 / -10.319 eV. Its net charge is +3.

```
99
Properties=species:S:1:pos:R:3:mulliken_charge:R:1
H 8.45 -2.14 0.39 0.437
H -8.57 -0.64 -3.90 0.361
C 1.44 -4.95 -1.79 0.588
C 5.44 0.97 -3.40 -0.777
C -8.22 0.17 -4.52 -1.294
N 3.55 1.33 -0.20 -0.046
H -5.55 3.65 1.97 0.320
H 7.33 -0.12 -3.77 0.397
C 6.52 -0.46 -1.77 0.851
C -0.90 -1.17 2.76 0.312
S -2.10 -0.27 -2.65 -0.051
H -4.88 1.18 0.50 0.197
H -0.55 -5.07 -0.94 0.493
O 2.41 -6.89 -2.72 -0.561
H -6.23 4.38 -0.84 0.340
C 1.82 5.24 2.46 -0.628
N 3.04 -2.39 3.65 0.001
C 3.85 -1.69 4.45 0.343
I 4.95 0.15 3.85 0.020
H 3.49 -4.57 -2.35 0.511
H 0.35 0.22 3.26 0.228
H 3.36 3.17 -1.28 0.303
C 2.63 -4.21 -1.82 -0.963
C 3.71 -3.32 6.20 -0.355
H 6.29 -2.14 1.75 0.447
H 8.49 -1.34 -1.95 0.482
H -5.20 5.24 1.18 0.287
H 4.63 -1.33 6.36 0.351
N 1.77 -2.73 -0.12 0.211
C 4.19 -2.12 5.72 -0.490
N -1.55 0.99 4.03 -0.582
C 7.62 -1.20 -1.33 -0.895
N -3.16 0.86 -0.53 0.088
H -1.72 0.96 5.03 0.235
H -4.30 -0.46 -3.92 0.302
H -5.36 2.01 -3.76 0.229
N 5.32 -0.98 0.34 0.398
C 1.40 -6.20 -2.58 0.242
H 2.58 5.00 -0.83 0.512
C 3.20 2.60 -0.33 -0.348
H -6.56 2.70 -0.25 0.284
C -3.44 0.32 -1.77 0.583
C 5.47 -0.21 -0.81 0.359
H 5.40 1.40 -4.45 0.350
H -7.59 2.27 -4.27 0.350
O 1.67 1.66 1.97 -0.277
H -7.75 1.26 -2.83 0.150
C -2.00 -0.27 3.42 -0.241
C 1.59 3.93 2.76 -0.382
C -4.50 3.06 -0.51 -0.166
C 2.50 4.74 0.21 -0.896
H -0.04 -3.30 0.80 0.593
H -3.77 3.88 -0.45 0.394
H -2.80 -0.12 2.65 0.146
C 4.37 1.19 -2.54 -0.529
H -9.09 0.58 -5.03 0.356
C 2.50 -3.54 4.13 -0.304
C 6.38 -1.59 0.77 -0.401
Cl 1.80 7.28 0.81 -0.100
O 0.36 -0.67 2.81 -0.096
C 2.66 -3.05 -1.04 -0.091
C 0.42 -4.61 -0.90 -0.886
H 1.51 6.09 3.15 0.371
C 2.12 5.63 1.15 0.352
H -6.86 4.71 1.41 0.399
H -7.65 -0.33 -5.35 0.296
C 4.42 0.79 -1.17 0.044
C -7.35 1.25 -3.86 -0.143
C -3.99 1.80 0.19 -0.719
H -2.17 0.81 -0.27 0.134
C -5.88 1.05 -4.05 -0.525
C 1.96 2.92 1.80 -0.132
C -5.91 4.34 1.22 -1.238
H 3.51 -2.41 -1.09 0.389
H -2.54 -0.97 4.06 0.405
H -4.55 2.76 -1.58 -0.049
C -5.25 -0.15 -3.42 -0.735
C 2.83 -4.03 5.39 -0.707
H 2.40 -4.97 5.62 0.483
H -2.03 1.82 3.66 0.207
H -5.70 0.86 -5.15 0.317
C -5.92 3.59 -0.12 -0.353
H 3.55 1.79 -2.93 0.623
N 0.20 -6.46 -3.11 -0.470
H 4.00 -3.68 7.19 0.409
H 1.14 3.62 3.72 0.482
H -5.95 -0.99 -3.36 0.381
O -1.25 -2.16 2.18 -0.597
C 0.65 -3.55 -0.03 -0.506
C 7.59 -1.67 -0.03 -0.851
H 0.11 -7.14 -3.91 0.300
H -0.30 -5.59 -3.45 0.265
N -4.74 0.14 -2.06 -0.062
C 2.55 3.44 0.59 0.646
H 1.82 -4.02 3.41 0.444
C 6.51 0.14 -3.06 -0.574
H -3.33 2.03 1.09 0.254
H -5.47 0.27 -1.33 0.316
Pb 2.85 -0.41 1.39 1.453
```

=====

This record from OMol25 describes a structure of composition C38H45CuGeNP2. The level of theory is wB97M-V/def2-TZVPD.

The calculation puts the LUMO energy at -3.615 eV. Its net charge is +1.

```
88
Properties=species:S:1:pos:R:3:mulliken_charge:R:1
H 0.99 -3.94 2.16 0.185
H 2.90 -0.16 5.29 0.510
C 1.29 -4.20 1.15 -0.365
C -3.96 3.33 1.65 -0.446
H 4.91 -2.29 0.74 0.406
P -0.10 2.32 0.87 1.644
C -1.44 -2.14 1.13 -0.161
C 1.00 5.79 -0.96 -0.825
C 2.43 0.32 4.44 -1.042
H 4.27 1.46 -2.41 0.490
H -4.43 -0.02 1.11 0.321
C 2.58 -1.55 2.58 -1.151
C 1.49 4.00 -2.50 -1.409
H -3.99 -4.15 -1.41 0.391
C 1.28 1.77 3.17 0.150
C -2.66 3.49 1.38 -0.989
H 3.63 -1.87 2.65 0.604
H -3.93 1.13 -3.23 0.276
C -1.28 0.46 -2.64 0.407
H -5.71 2.02 1.40 0.467
C 1.77 1.58 4.44 -1.106
H -3.94 -1.96 -0.21 -0.036
C 2.01 -4.93 -1.43 -0.697
Ge -1.50 -0.42 0.20 -0.009
H 2.29 -5.21 -2.44 0.451
H -1.24 1.01 -4.72 0.380
C 5.67 0.11 -1.52 -0.498
P 2.07 -1.53 0.81 1.995
H 1.04 2.03 -1.82 0.076
C -2.42 0.98 1.25 -0.146
H -2.09 2.39 -0.34 0.141
C 1.47 5.35 -2.20 -0.607
H 1.00 6.84 -0.72 0.439
C 3.32 0.13 -1.03 0.553
H -0.82 -2.02 2.02 0.347
H 0.19 5.22 0.93 0.301
C 1.03 3.08 -1.57 0.700
H -3.69 1.55 -4.91 0.422
H -2.23 -0.39 -4.38 0.359
C 5.85 -0.95 -0.64 -0.933
H 1.99 -2.32 3.07 0.511
C 4.76 -1.46 0.06 -0.314
H 1.10 3.76 2.35 0.557
C 2.22 -3.63 -1.00 -0.864
H -4.75 -3.17 0.74 0.481
H -3.13 -4.92 -0.07 0.372
H -1.18 1.45 -2.20 -0.282
C -2.05 -0.45 -1.68 -0.692
C -3.77 -2.89 0.35 0.164
C 0.49 2.87 2.53 -0.949
H -2.92 2.51 -3.66 0.272
H 1.85 3.66 -3.46 0.506
H 1.83 6.08 -2.92 0.415
H -2.17 4.44 1.53 0.377
H -0.37 3.19 3.13 0.524
H -3.29 -1.94 2.23 0.331
C -3.19 1.49 -3.95 -1.196
H -2.32 -3.71 -1.07 0.227
C -3.92 0.93 1.22 -0.563
C -1.92 2.34 0.75 0.622
C 0.55 4.87 -0.03 -0.889
C 2.30 -0.20 3.17 -0.063
C 1.87 -3.26 0.30 0.931
C 3.49 -0.92 -0.13 -0.219
C -3.28 -3.97 -0.60 -1.414
C -4.63 2.05 1.39 -0.769
H 6.83 -1.38 -0.49 0.412
H 1.30 -6.89 -0.91 0.426
H 2.34 0.55 -1.20 -0.349
H -2.09 0.85 2.30 0.361
H -3.11 -0.17 -1.66 0.521
H -0.92 -2.85 0.48 0.007
C 1.09 -5.50 0.72 -0.785
N 1.63 0.70 2.40 0.422
H -2.72 -3.58 2.08 0.478
H -2.01 -1.49 -2.02 0.367
H 0.66 -6.23 1.39 0.457
C 0.56 3.50 -0.33 0.634
H 2.67 -2.91 -1.67 0.440
C 4.41 0.64 -1.72 -0.687
Cu 0.72 0.26 0.79 -0.479
H -0.26 0.07 -2.75 0.194
C -2.83 -2.65 1.53 -1.079
H -4.54 4.15 2.05 0.475
C 1.45 -5.87 -0.57 -0.594
C -1.96 0.60 -4.00 -0.813
H 6.52 0.51 -2.06 0.415
H 1.67 2.25 5.28 0.505
```

=====

This record from OMol25 describes a structure of composition C38H45GeN8O5SeSiTc. The level of theory is wB97M-V/def2-TZVPD.

As for the multiplicity: 4. The expectation value of S² is 3.77. The calculation puts the LUMO energy (alpha / beta) at 1.767 / 1.572 eV. Its net charge is -1.

```
100
Properties=species:S:1:pos:R:3:lowdin_spin:R:1
C -2.66 4.60 3.55 0.000
O -1.01 -0.46 -1.68 0.062
C 2.93 -6.40 2.94 0.002
C -1.55 6.11 5.13 0.000
H 3.14 4.27 -2.15 0.001
C 2.42 -1.99 1.41 -0.006
H -3.02 3.75 -3.55 0.000
H -0.76 2.84 -1.52 0.003
H -1.74 -0.11 2.18 0.007
C 5.27 -7.44 3.93 0.001
H 4.98 0.62 -1.00 0.001
H -1.20 1.24 -4.23 0.001
C -1.93 0.58 -3.72 0.014
C 4.13 -8.23 3.86 0.005
C 2.49 -4.34 2.17 0.001
H 1.00 -5.86 2.24 0.000
H 4.62 1.06 -4.50 0.001
H -1.99 2.73 -0.20 0.008
C -0.20 -2.15 0.72 0.052
C 0.95 2.64 1.31 0.014
H 4.22 3.93 -3.56 0.001
C -0.46 1.57 2.53 0.038
Si 3.44 1.85 -2.48 0.022
C -2.31 -3.20 -5.66 -0.001
N 0.43 -0.97 0.52 0.033
N 0.09 2.55 3.32 0.012
C -3.75 3.09 -3.04 0.005
N -0.47 6.09 5.98 0.000
H 2.22 0.03 0.71 0.007
H -0.18 -4.18 1.37 -0.001
C 5.25 -6.10 3.50 0.004
Tc -0.50 0.56 -0.22 1.887
H 2.42 3.73 -3.72 0.000
C -0.20 2.81 4.71 0.001
H -4.50 2.74 -3.77 0.001
N 3.77 -4.33 2.52 0.016
O -1.91 0.10 0.59 0.508
C -1.48 0.58 2.99 0.018
Se 1.53 1.22 -1.40 0.078
O 0.69 -0.11 -3.14 0.011
H -5.08 -4.00 -6.08 0.000
C 1.73 -0.92 0.87 0.045
H 4.17 -9.27 4.20 0.000
C -2.90 -2.98 -4.44 0.000
C 0.41 -3.28 1.25 -0.006
H 6.14 -5.48 3.56 0.000
C -4.16 -4.31 -5.58 0.000
C 4.05 -5.58 3.00 0.000
H -4.85 0.04 -2.13 0.001
H 0.45 -1.31 -5.29 0.000
C -1.10 -1.54 -3.80 0.000
H -1.25 -2.16 0.43 0.007
H -4.39 5.45 2.58 0.000
C -2.33 -2.16 -3.49 0.000
H 2.03 -8.35 3.31 0.000
C 3.29 3.62 -3.03 0.004
H -0.65 -2.80 -6.97 0.000
C 1.02 3.22 2.56 -0.001
H -2.73 3.66 3.03 0.000
H 1.51 2.90 0.43 0.005
H 0.70 2.57 5.28 0.000
N 0.03 1.63 1.31 0.017
H -4.24 7.63 3.74 0.000
C -0.42 -0.63 -2.79 0.015
H -3.56 -0.48 -0.97 0.003
H -1.40 -0.30 -3.29 0.004
H -2.69 0.23 -4.45 0.002
H -2.42 8.07 5.38 0.000
H 2.82 0.86 -4.66 0.000
O -3.04 -4.04 -6.45 0.000
C -0.51 -1.79 -5.06 -0.001
H 5.82 1.98 -1.86 0.000
C -3.59 5.62 3.30 0.000
H -1.08 -0.01 3.83 0.004
H 4.75 2.32 -0.44 0.001
C 3.69 0.75 -3.97 0.005
H -4.21 -5.39 -5.41 0.000
Ge -2.81 1.56 -2.29 0.012
H 3.78 -0.30 -3.65 0.000
C 1.76 -3.21 1.60 0.045
C -1.11 -2.62 -6.01 0.000
O -4.08 -3.65 -4.31 0.000
H 1.62 4.03 2.94 0.000
C -4.09 0.39 -1.40 0.008
H 3.47 -1.89 1.67 -0.001
H -2.39 1.09 3.31 0.002
N -0.58 4.18 4.97 0.000
H -2.80 -1.99 -2.53 0.000
H -1.02 2.17 5.05 0.000
C -1.65 4.88 4.48 0.000
N 0.11 4.90 5.88 0.000
C -1.49 2.17 -1.01 0.016
C 4.90 1.67 -1.33 0.003
H -4.59 0.95 -0.59 0.001
C -3.51 6.86 3.95 0.000
C 2.92 -7.73 3.36 0.000
C -2.49 7.11 4.88 0.000
H -4.25 3.65 -2.23 0.000
H 6.20 -7.86 4.33 0.000
N 1.96 -5.59 2.42 0.003
```

=====

Values of total energy, in order: -96926.99779, -161354.09500, -194227.46940, all in eV.